# 1
A molecular structure, C48H43BrGeMnN5O4S in a non-equilibrium geometry. Source: the Open Molecules 2025 dataset; level of theory: ωB97M-V/def2-TZVPD.

Calculated values
multiplicity	5
E	-234830.566	eV
expectation value of S²	6.060
lowest unoccupied orbital energy (spin up / spin down)	-1.0525 / -0.7849	eV
frontier orbital gap (spin up / spin down)	0.2463 / 0.2590	Eh
max |F|	0.0258	hartree/bohr

```
104
Properties=species:S:1:pos:R:3:forces:R:3:nbo_charge:R:1
C -3.592564 2.588031 -2.463674 0.2 0.2 -0.1 -0.115
C -2.721685 -0.518589 6.384363 0.0 0.0 0.0 -0.215
C -2.807034 4.475237 -5.516239 0.1 0.2 0.2 -0.240
C -2.654540 0.384751 -2.465850 -0.1 -0.1 0.1 0.129
H -1.749578 -4.423218 -3.996516 0.0 -0.1 0.0 0.223
H -2.148914 3.525543 -7.324853 0.0 0.0 0.0 0.232
H 1.502956 -1.130569 5.597239 0.0 0.0 0.0 0.216
C 1.782623 -3.724944 3.438507 0.0 0.0 0.0 -0.203
H 0.530349 -6.577313 -2.226826 0.0 0.0 -0.1 0.199
C 0.582770 -3.332135 -2.126919 0.0 0.1 0.0 0.393
C -1.234814 2.210016 -2.478885 0.3 -0.1 0.0 0.085
C -1.946112 4.519955 -2.539214 0.0 0.0 -0.7 0.001
H 2.120976 -6.897808 -0.398898 0.0 0.0 0.0 0.218
H -6.021614 4.800685 -4.539271 0.1 0.0 -0.1 0.230
H -3.096687 -1.469421 6.746051 0.0 0.0 0.0 0.211
C 3.985715 3.413370 5.263027 0.0 -0.1 0.0 -0.215
C 1.653598 3.198310 4.712765 0.1 -0.1 0.0 -0.212
H -0.656107 2.755649 2.592082 0.0 0.0 0.0 0.225
C -5.174885 4.497892 -5.146913 -0.3 -0.1 0.1 -0.221
H -1.426024 -5.748584 -1.253498 0.0 0.0 0.1 0.205
H -2.879563 -5.569032 -3.256630 0.0 0.0 0.0 0.222
C -4.278539 3.421408 -7.082038 0.1 0.0 0.0 -0.087
C -2.839535 1.880092 6.319358 0.0 0.0 0.0 -0.203
H -6.370487 3.512229 -6.638973 0.0 0.0 0.0 0.232
C -3.897477 4.817596 -4.713174 0.1 -0.5 0.5 0.128
H -1.187484 -1.421611 5.191878 0.0 0.0 0.0 0.217
S -0.558646 -2.132789 -2.662901 0.1 -0.1 0.0 -0.212
H 4.120852 0.100006 -1.979788 0.0 -0.1 0.0 0.241
C 1.537643 -5.974951 -0.422297 -0.1 0.0 0.0 -0.621
H 6.599357 0.140668 -1.958783 0.0 0.0 0.0 0.218
C 2.720704 3.975548 5.145518 0.0 0.0 0.0 -0.203
C 6.781364 -1.997230 -1.895635 0.0 0.0 0.0 -0.181
O -0.215995 0.094322 -0.054123 -0.2 0.1 0.1 -0.859
H 2.243573 -3.478592 5.524838 0.0 0.0 0.0 0.212
H -1.808045 4.773621 -5.226421 0.0 -0.1 0.0 0.231
C -1.641388 -0.488803 5.507493 0.0 0.1 0.0 -0.225
C 0.949730 -1.047534 3.515465 0.0 -0.1 0.0 -0.466
N 1.907431 -3.182042 -1.977219 -0.1 -0.3 0.0 -0.640
H 4.174374 -4.167036 -1.866491 0.0 0.0 0.0 0.228
C -1.402316 0.079377 0.487263 0.1 -0.1 -0.1 0.807
Br -4.532803 2.424935 -8.669992 0.0 0.0 0.0 0.063
H -2.338732 0.722216 2.279708 -0.1 0.0 0.0 0.231
H 6.657402 -4.140829 -1.838829 0.0 0.0 0.0 0.216
H -4.756509 0.805059 -2.368159 0.1 0.0 0.0 0.235
H 5.161176 1.631267 5.035358 0.0 0.0 0.0 0.210
H 1.227774 -3.656804 1.364037 0.0 0.0 0.0 0.201
Ge 0.321226 0.788765 3.718770 0.0 0.0 0.1 1.598
C -1.830245 -5.275726 -3.320837 0.1 0.0 0.0 -0.621
C -5.372171 3.781314 -6.319401 -0.1 0.1 0.1 -0.233
O -2.305686 -0.684334 0.163038 0.1 0.1 0.0 -0.679
H 0.531678 -1.313323 1.420229 0.0 0.0 0.0 0.229
H 0.673423 3.657338 4.622189 0.1 0.0 0.0 0.201
O 1.983566 -0.872981 -1.871322 0.5 0.0 0.1 -0.704
C 0.134182 2.603362 -2.377836 -0.1 -0.6 0.0 0.347
C 4.686795 -0.822729 -1.951888 0.0 0.1 0.0 -0.176
C 0.889741 -1.777521 2.329017 0.0 0.0 0.1 -0.146
H 2.167998 -5.156645 -0.075905 0.0 0.0 0.0 0.225
H -3.306165 2.807612 6.630871 0.0 0.0 0.0 0.209
C 2.522268 -2.027298 -1.937841 -0.2 0.2 0.0 0.679
H 1.431452 4.250708 -2.107419 -0.1 0.1 0.0 0.233
C -1.656918 1.147616 1.543655 0.2 0.0 0.0 -0.523
C -1.761413 1.904848 5.443383 0.0 -0.1 0.0 -0.241
N 0.123933 -4.571018 -1.943096 0.0 -0.1 0.0 -0.374
H -2.220063 1.919523 1.007420 -0.1 0.0 0.0 0.223
C -0.410801 1.766838 2.191479 -0.1 -0.2 -0.3 -0.830
C -2.995223 3.784848 -6.702089 0.0 0.0 0.1 -0.220
C 1.058098 -5.706745 -1.838759 -0.1 0.1 0.1 -0.211
H 7.864753 -1.982872 -1.878197 0.0 0.0 0.0 0.216
C -3.767661 1.237378 -2.437314 -0.2 -0.2 -0.1 -0.250
H -1.267595 -6.110375 -3.746371 0.0 0.0 0.0 0.206
C 4.176274 2.074668 4.947552 -0.1 0.0 0.0 -0.231
H -0.438341 5.930884 -2.191290 0.1 0.0 0.0 0.232
H -1.855818 -4.063902 -1.533531 0.0 0.0 0.1 0.240
C 3.105114 1.300339 4.512951 0.0 0.1 0.0 -0.150
C 1.297760 -3.107067 2.294639 0.0 0.0 0.0 -0.228
C 1.862715 -3.005988 4.626496 0.0 0.0 0.0 -0.227
Mn 0.305678 -0.083173 -1.978162 -0.4 -0.2 0.0 1.548
H 4.820027 4.017922 5.598275 0.0 0.0 0.0 0.211
O 1.032604 1.636657 -2.371218 0.0 0.1 0.1 -0.742
N -3.810633 5.624767 -3.519032 0.9 0.4 -0.6 -0.156
H 2.566763 5.020829 5.387239 0.0 0.0 0.0 0.209
C 4.718754 -3.232197 -1.889552 0.0 0.0 0.0 -0.179
C 6.103814 -3.211047 -1.872293 0.0 0.0 0.0 -0.220
C 6.072178 -0.804621 -1.937867 0.0 0.0 0.0 -0.215
C -3.322554 0.664959 6.790695 0.1 0.0 0.0 -0.216
C 4.006212 -2.035993 -1.928490 0.0 0.0 0.0 -0.072
H -4.449988 3.239582 -2.399382 -0.1 0.1 -0.1 0.228
H 3.270118 0.259023 4.259277 0.0 0.0 0.0 0.209
N -2.847693 5.610543 -2.724007 -1.0 -0.6 0.6 -0.100
C 0.403794 3.937305 -2.240726 0.1 0.4 0.0 -0.276
C -0.646813 4.871288 -2.288480 0.4 0.2 -0.2 -0.155
H -4.165771 0.641687 7.470613 0.0 0.0 0.0 0.211
H 1.907233 -5.503888 -2.483680 0.0 0.0 -0.1 0.227
H -2.772177 -0.687534 -2.442316 0.0 -0.1 0.1 0.236
C -1.305439 -4.908863 -1.938081 0.1 0.0 -0.2 -0.220
C 1.445463 -1.681170 4.662456 0.0 -0.1 -0.1 -0.210
N -1.430083 0.852417 -2.463534 -0.1 0.3 -0.1 -0.491
C -2.285379 3.129403 -2.536186 -0.4 0.2 -0.1 -0.025
H 0.694525 -6.087536 0.264008 0.1 0.0 0.0 0.211
H -1.402916 2.863823 5.079819 0.0 -0.1 0.0 0.201
H 0.366476 1.912401 1.441399 0.0 0.0 0.0 0.251
H 2.096368 -4.762872 3.408475 0.0 0.1 0.0 0.207
C -1.141735 0.722798 5.024651 -0.1 0.0 0.1 -0.356
C 1.826010 1.848030 4.391567 0.1 0.1 0.1 -0.445
```
Forces are in eV/Å.

# 2
A molecular structure, C48H43N4O6PSV in a non-equilibrium geometry. Source: the Open Molecules 2025 dataset; level of theory: ωB97M-V/def2-TZVPD.

Calculated values
multiplicity	4
E	-114527.745	eV
charge	-2
relative energy (zero: lowest compared OMol25 entry of this formula, charge and spin)	0.0	kcal/mol
expectation value of S²	3.820
lowest unoccupied orbital energy (spin up / spin down)	3.9784 / 3.9590	eV
frontier orbital gap (spin up / spin down)	0.1422 / 0.2489	Eh
max |F|	0.0618	hartree/bohr

```
104
Properties=species:S:1:pos:R:3:forces:R:3:mulliken_spin:R:1
C -1.034211 -3.043411 4.949915 -0.1 -0.1 0.2 0.002
N 2.134376 -1.484462 -0.230463 0.4 -0.6 -0.8 -0.006
C -3.393798 0.028694 -1.207030 -1.0 -0.3 -0.3 0.031
V -1.124494 0.175072 0.471103 0.7 1.0 -0.3 1.103
H 3.345498 0.769700 3.445826 0.1 0.0 0.0 0.000
H 2.461864 2.844283 -4.086900 0.2 0.1 0.0 0.003
C -1.815951 1.375772 -2.219173 0.2 0.2 -0.3 0.105
C 0.625490 3.786860 1.730785 -0.2 0.1 0.1 0.001
H -4.234017 -5.038037 1.482618 0.0 0.0 0.0 0.029
C 4.855731 -2.453912 1.903613 -0.2 0.1 -0.4 0.001
C 4.183395 -2.464798 4.196427 0.1 0.0 -0.1 0.000
H -3.607424 -0.752105 -0.487605 0.0 0.1 0.1 0.013
H 0.804588 4.045796 2.773157 0.1 0.0 0.1 0.001
C -1.628540 -3.458874 -0.913816 -0.7 0.7 1.5 -0.058
N -1.648161 1.493681 1.338451 0.1 -0.4 0.4 -0.036
H -2.450325 -0.618907 2.558332 -0.1 -0.2 0.2 0.005
H 2.281288 -1.611666 4.623377 0.0 0.0 0.0 0.001
H -2.634071 -0.295749 4.296245 0.1 0.0 0.0 0.002
C -4.087210 1.361431 -3.066493 0.4 0.1 -0.1 0.061
H -5.351303 -0.082616 -2.051353 0.0 -0.1 0.1 0.010
C 3.341734 -1.647820 0.152808 -0.5 0.3 -1.6 0.005
C -2.255800 2.395429 2.108816 -1.3 1.9 1.5 -0.012
S 0.043136 2.504751 -3.919309 0.1 -0.2 0.3 0.070
C 0.031252 1.144170 3.948695 0.1 -0.2 -0.1 -0.008
H -3.778208 -1.352453 3.488356 0.0 -0.1 0.0 -0.002
H 0.635119 2.708312 1.643534 0.2 -0.1 0.0 0.009
C -1.845364 3.776539 2.128876 0.1 -0.3 -0.3 0.004
C -0.810262 -2.826361 -1.890485 0.5 0.7 -0.7 -0.012
C -0.469743 1.726839 -2.420235 0.3 0.0 -0.1 0.096
H -2.498118 2.522119 -3.896591 -0.1 0.1 0.0 0.027
C -4.067266 0.738182 3.062921 0.0 -0.2 -0.1 -0.003
C -3.169158 -0.456605 3.361887 -0.1 0.2 0.0 -0.001
C 0.045805 -3.233909 2.418993 0.0 0.1 0.1 0.023
H 4.376544 -2.719873 5.229647 0.0 0.0 0.1 0.000
O -3.010448 -7.313293 -1.398143 0.6 -0.6 -1.1 0.221
N -2.171620 0.561484 -1.164188 -0.1 0.2 -0.9 0.097
C 1.854828 1.955426 -2.178617 0.3 0.2 -0.2 -0.028
C 0.563782 1.013435 -0.236364 0.4 -0.2 -0.5 -0.082
C -0.987735 4.061242 -0.196174 0.0 0.0 0.2 -0.019
H -0.165813 4.422160 -0.809605 0.1 0.0 -0.2 0.000
O -0.534476 -1.618895 -1.937822 -0.1 -1.0 -0.1 -0.013
H -5.356114 -0.442452 1.766237 0.0 -0.1 -0.1 0.001
C -3.019992 -5.337865 -0.255687 -0.1 -0.2 0.0 0.000
H -4.774482 2.777050 4.415251 0.0 -0.1 0.0 0.000
C -3.532654 4.374545 3.762785 0.1 -0.1 0.0 -0.012
C 2.416827 1.136112 3.860216 -0.1 0.0 -0.1 0.002
C 0.189004 -2.046658 3.135463 -0.1 0.0 0.1 -0.017
H -3.374087 -2.773870 1.941700 0.0 0.0 0.0 0.004
H -0.711948 5.418703 1.428378 -0.1 -0.1 0.0 0.000
H 3.393789 2.563602 5.122233 0.1 0.0 0.0 0.000
H -0.911298 0.785980 3.568110 -0.1 0.0 0.1 0.005
H 2.803736 1.849990 -1.676456 0.0 0.0 0.1 0.003
H 4.170339 -1.612556 -0.557880 -0.1 0.1 -0.1 0.001
C 2.444558 2.152449 4.800139 0.1 0.2 0.1 0.000
H -1.442538 -2.974370 5.951639 0.0 0.0 0.0 0.000
C 1.267990 2.656088 5.332744 0.0 0.0 0.0 0.000
C -3.360080 2.079397 2.985595 0.3 -0.2 -0.3 -0.011
H 1.431098 4.195903 1.123551 0.1 0.0 -0.1 -0.002
H -1.744926 -5.039085 4.637097 -0.1 -0.1 0.0 0.003
H -0.874760 2.572067 5.254884 -0.1 0.0 0.0 0.000
H -1.733410 -5.336812 -1.957702 0.0 0.0 0.0 0.037
O -4.404781 -7.069120 0.278689 -1.0 -0.4 0.9 0.219
C -4.378706 0.381623 -2.101039 0.0 -0.2 0.3 0.096
H -0.430202 -3.493180 -2.694957 0.0 0.1 0.1 0.003
H -1.097319 2.990532 -0.330354 0.0 0.2 -0.2 0.037
C -3.944956 3.055445 3.772572 -0.1 0.5 0.3 0.010
C -4.891943 0.543307 1.790092 0.1 0.1 0.2 0.002
C 0.639809 1.529254 -1.575589 -0.4 0.2 -0.3 0.138
H -1.907782 4.550253 -0.511995 -0.1 0.1 -0.1 0.004
H 0.486475 -3.295020 1.429436 -0.1 -0.1 -0.1 -0.004
H 1.294282 3.450057 6.068569 0.0 0.0 0.0 0.000
C -0.646218 -4.303606 2.948526 0.1 -0.2 0.1 -0.011
C -0.348771 -1.966454 4.413933 0.1 0.1 -0.1 0.002
H 1.028559 -1.230861 -1.743013 0.4 0.0 0.1 0.002
C -3.495471 -4.579793 0.840459 -0.2 -0.4 -0.1 0.088
H -2.143772 5.732529 2.898175 0.1 0.0 -0.1 -0.001
H -4.850957 1.725479 -3.739813 0.0 0.0 -0.1 0.008
H -5.678299 1.296606 1.730144 0.0 0.1 0.0 0.000
P 1.059870 -0.728964 2.167161 -0.8 -0.1 1.4 0.018
C 5.132444 -2.747728 3.217073 0.0 0.0 0.4 0.000
H 6.078664 -3.197826 3.491141 0.0 0.0 0.0 0.000
H -0.227713 -1.063351 4.999492 0.0 0.0 0.0 -0.001
O 2.006408 -1.216862 -1.573422 0.4 -0.2 0.5 0.011
C 1.205305 0.587923 3.446820 0.0 0.1 0.0 -0.006
H -4.020232 5.123436 4.372479 0.0 0.0 0.1 -0.001
C 2.690453 -1.545596 2.525794 0.6 0.0 -0.7 0.011
C 2.992842 -1.854090 3.845481 0.1 -0.2 0.2 -0.002
C 0.054969 2.159397 4.884257 -0.1 0.1 0.2 0.004
C -0.725622 4.329313 1.278457 0.2 0.0 -0.1 0.000
C -2.081401 -4.765121 -1.108558 0.1 -0.1 -0.3 0.167
C -3.022338 -3.326351 1.082271 0.5 0.8 -0.2 -0.067
H -4.243864 0.667526 0.928795 -0.1 0.0 -0.1 -0.005
H -0.771173 -5.208298 2.372620 0.0 -0.1 -0.1 0.000
C 1.709390 2.476216 -3.414309 -0.3 0.1 0.0 0.077
C -2.054150 -2.704518 0.243034 -1.1 -2.8 -1.1 0.161
C -1.195882 -4.207249 4.219443 0.0 -0.1 0.0 -0.001
H -4.775409 0.804654 3.901916 0.1 0.1 -0.1 0.000
O -1.591618 -1.545526 0.497703 0.2 -0.1 0.9 0.026
C -2.481409 4.702498 2.927909 -0.3 0.3 0.4 0.008
O 1.576670 1.039518 0.482588 0.9 0.6 -0.1 0.135
C 3.628254 -1.884521 1.532938 -0.2 0.0 1.4 -0.002
N -3.497888 -6.623305 -0.468449 0.4 0.9 0.1 0.208
C -2.802918 1.815441 -3.138405 -0.3 0.0 0.0 0.014
H 5.581239 -2.677538 1.130676 0.0 0.0 -0.1 0.000
```
Forces are in eV/Å.